# C24H38BN12O2S3SbSe4Ti

A molecular structure, C24H38BN12O2S3SbSe4Ti at a distorted geometry (wB97M-V/def2-TZVPD, OMol25).

E_HOMO (spin up / spin down): -10.0 / -9.9 eV
Net charge: +1
2S+1: 2
ΔE to the lowest compared entry with this formula, charge and spin: 12.0 kJ/mol

Structure (XYZ):
```
86
Properties=species:S:1:pos:R:3:forces:R:3
Ti -0.852 -0.174 1.056 0.1 -0.8 1.3
C -3.872 -0.285 -1.892 0.0 -0.1 0.0
C -3.175 -0.909 -0.863 0.0 0.1 0.0
N -2.539 0.012 -0.130 0.3 0.2 -0.5
N -2.812 1.230 -0.670 -0.2 0.0 0.0
C -3.612 1.066 -1.731 0.0 0.0 0.0
B -2.283 2.557 -0.021 -0.2 0.1 -0.1
N -2.438 2.421 1.512 0.0 0.0 0.0
C -3.078 3.223 2.380 0.0 0.0 0.0
C -3.066 2.616 3.620 0.0 0.0 0.1
C -2.388 1.413 3.425 0.0 0.2 -0.1
N -2.004 1.313 2.155 0.1 -0.1 -0.3
N -0.779 2.635 -0.360 0.2 0.2 0.0
C -0.055 3.380 -1.208 0.0 0.0 0.0
C 1.231 2.860 -1.251 0.0 0.0 0.0
C 1.201 1.765 -0.391 -0.1 0.1 0.1
N -0.007 1.650 0.162 0.0 -0.1 -0.5
N -3.107 3.721 -0.530 0.0 -0.2 0.1
C -4.463 3.833 -0.433 0.1 -0.1 0.0
C -4.819 5.053 -0.938 0.0 0.1 -0.1
C -3.593 5.638 -1.328 0.0 0.0 0.0
N -2.571 4.839 -1.081 -0.2 0.0 0.1
H -4.496 -0.748 -2.638 0.0 0.0 0.1
H -3.064 -1.954 -0.618 0.0 0.0 0.0
H -3.965 1.919 -2.292 0.0 -0.1 0.1
H -3.504 4.161 2.057 0.0 -0.1 0.0
H -3.497 2.986 4.535 0.0 0.0 -0.1
H -2.161 0.624 4.119 0.0 0.0 0.0
H -0.505 4.233 -1.690 0.0 -0.1 0.0
H 2.075 3.251 -1.799 -0.1 0.0 0.1
H 1.969 1.046 -0.141 -0.1 0.1 0.0
H -5.066 3.042 -0.008 0.1 0.1 0.0
H -5.812 5.468 -1.015 0.1 0.0 0.0
H -3.420 6.605 -1.777 0.0 -0.1 0.0
N -1.052 -3.463 -1.019 0.0 0.1 -0.2
C -0.111 -2.812 -1.919 0.2 0.2 0.3
C 1.254 -3.506 -2.010 0.0 0.0 0.0
C 2.307 -2.842 -2.905 0.0 0.1 0.0
C 1.847 -2.539 -4.342 0.0 0.0 0.0
N 1.236 -1.208 -4.468 0.1 0.0 0.0
C 1.917 -0.094 -4.706 0.0 -0.2 -0.1
N 3.049 -0.114 -5.422 0.0 0.1 0.1
N 1.439 1.062 -4.244 0.0 -0.1 0.1
C 0.040 -1.361 -1.445 -0.3 0.0 -0.4
O -0.127 -0.432 -2.247 0.1 0.0 0.3
O 0.307 -1.212 -0.189 -0.7 0.5 -0.1
H -0.701 -3.492 -0.067 0.1 0.0 0.1
H -1.238 -4.415 -1.307 0.0 0.0 0.0
H -0.580 -2.770 -2.903 0.0 0.0 -0.1
H 1.068 -4.525 -2.360 0.0 0.0 -0.1
H 1.653 -3.600 -0.998 0.0 0.0 0.0
H 3.174 -3.505 -2.946 0.0 0.0 0.0
H 2.663 -1.908 -2.453 0.0 0.0 0.0
H 1.110 -3.269 -4.675 0.0 0.0 0.0
H 2.680 -2.614 -5.038 0.0 0.0 0.0
H 0.434 -1.033 -3.857 -0.1 -0.1 0.1
H 3.309 -0.934 -5.939 0.0 0.0 0.0
H 3.543 0.736 -5.622 0.0 0.0 0.0
H 0.794 1.030 -3.457 0.0 0.0 0.0
H 1.903 1.929 -4.447 0.0 0.0 0.0
C 3.642 1.225 2.417 -0.1 0.1 0.0
C 2.238 1.762 2.732 0.1 0.1 0.1
S 0.881 0.607 3.047 0.0 -0.2 0.0
C 1.642 -0.554 4.231 0.0 -0.3 -0.1
C 1.427 -2.047 3.948 0.1 0.1 0.0
S 1.725 -2.634 2.273 0.1 0.0 0.1
C 3.519 -2.796 2.225 0.1 0.1 0.0
C 4.353 -1.511 2.319 -0.1 -0.2 0.0
S 3.797 -0.149 1.246 0.0 0.0 0.0
H 4.164 0.946 3.329 0.0 -0.1 0.0
H 4.211 2.059 2.006 0.0 0.1 0.0
H 1.872 2.405 1.935 0.0 0.0 -0.1
H 2.317 2.398 3.616 0.0 0.0 0.0
H 1.238 -0.331 5.219 -0.1 0.1 0.0
H 2.698 -0.305 4.260 0.0 0.0 0.0
H 0.393 -2.311 4.157 0.0 0.0 0.0
H 2.021 -2.630 4.657 0.1 0.0 0.0
H 3.713 -3.293 1.272 0.0 0.0 0.0
H 3.853 -3.486 3.002 0.0 0.0 0.0
H 5.382 -1.748 2.048 0.0 0.0 0.0
H 4.382 -1.142 3.342 -0.1 0.0 0.0
Se -1.182 -4.249 5.631 -0.1 0.0 -0.1
Sb -2.196 -4.437 3.457 0.3 -0.1 0.0
Se -4.292 -3.775 4.400 -0.2 0.0 0.1
Se -1.552 -5.766 1.627 -0.1 0.0 0.1
Se -1.637 -1.838 2.371 0.2 0.4 -0.2
```
Forces are in eV/Å.

Atomic partial charges in e from the Löwdin method, atoms 1 to 8:
1. Ti 0.58
2. C -0.01
3. C -0.10
4. N -0.08
5. N 0.04
6. C -0.04
7. B -0.63
8. N 0.03